{"formula": "C44H98O36S5", "method": "wB97M-V/def2-TZVPD", "symbols": ["C", "C", "O", "H", "C", "H", "H", "C", "H", "H", "H", "H", "O", "H", "O", "C", "H", "O", "C", "H", "H", "O", "H", "H", "H", "H", "O", "H", "H", "H", "O", "O", "C", "O", "H", "C", "C", "H", "H", "C", "O", "H", "H", "O", "H", "H", "H", "C", "H", "H", "O", "O", "C", "H", "C", "H", "H", "H", "H", "O", "H", "H", "O", "H", "S", "O", "H", "H", "C", "O", "H", "H", "H", "H", "C", "O", "H", "O", "C", "C", "H", "C", "O", "C", "H", "H", "H", "C", "C", "S", "O", "O", "H", "H", "O", "C", "H", "H", "C", "H", "H", "H", "H", "H", "C", "H", "H", "H", "S", "H", "O", "H", "O", "H", "H", "O", "C", "C", "O", "H", "C", "O", "H", "C", "H", "H", "C", "H", "C", "H", "O", "H", "C", "H", "H", "C", "H", "H", "H", "C", "H", "H", "H", "C", "H", "H", "H", "H", "H", "H", "C", "H", "H", "C", "H", "H", "H", "C", "O", "H", "H", "O", "H", "C", "O", "H", "C", "O", "H", "O", "S", "C", "H", "H", "C", "C", "C", "C", "H", "S", "O", "O", "H"], "xyz": [[11.18512, 18.99369, 15.35034], [15.47990, 18.67041, 9.75698], [16.20272, 23.94503, 20.76309], [11.55058, 24.03122, 21.72653], [9.95685, 20.93398, 15.66339], [9.95058, 21.46826, 19.83228], [14.01722, 16.64828, 14.93553], [15.97455, 19.12452, 18.51620], [12.43691, 15.37524, 18.56815], [14.54170, 17.39728, 22.49063], [11.81842, 18.23955, 15.89648], [20.06232, 21.24736, 20.36297], [14.74742, 25.60469, 16.24745], [14.44349, 27.09310, 8.86124], [11.97220, 18.52881, 21.88830], [18.66246, 17.56259, 16.29114], [8.64255, 24.01720, 17.52640], [10.86178, 20.69430, 21.35566], [19.93428, 20.65607, 18.24335], [18.04799, 17.71514, 22.58090], [9.20235, 20.48847, 14.98481], [14.23463, 15.71297, 17.60961], [18.34190, 26.79005, 10.94963], [17.86989, 20.00847, 14.42455], [12.16484, 21.88737, 19.24824], [10.36222, 18.51217, 14.81820], [12.83282, 16.29563, 12.68897], [12.41836, 28.59730, 7.83372], [15.90748, 16.97218, 23.51879], [10.03360, 19.64741, 19.77501], [22.14786, 17.97406, 18.61546], [19.93258, 24.36395, 13.97533], [16.14675, 23.47945, 13.14078], [9.97857, 22.49720, 17.47103], [13.63978, 27.60033, 17.39428], [18.53003, 19.47903, 15.13772], [15.84785, 28.03376, 10.22256], [18.52193, 20.01753, 16.05426], [16.28289, 21.05480, 20.87437], [19.88396, 15.31532, 20.23844], [16.34091, 17.27397, 21.50508], [14.73755, 23.34706, 22.11060], [16.26724, 22.35862, 18.32223], [12.95704, 20.77104, 22.44471], [20.76562, 15.95917, 20.44064], [16.76620, 18.39261, 18.32811], [17.55094, 18.87064, 21.20850], [10.52200, 20.60959, 20.00514], [19.63093, 15.50132, 19.21038], [15.18655, 23.60456, 13.75899], [19.50212, 12.90041, 20.66042], [18.45687, 24.59451, 21.33394], [20.14033, 24.37130, 17.55027], [14.89634, 27.44350, 15.29127], [15.04950, 20.88979, 17.00331], [14.15070, 19.79903, 11.77904], [18.53553, 13.79582, 19.02397], [11.91077, 20.42163, 18.26461], [21.08923, 24.45896, 18.11060], [16.60985, 20.38210, 18.68112], [11.87358, 19.48251, 14.65489], [15.85866, 20.55969, 11.71954], [14.18273, 24.07030, 18.06612], [17.20630, 24.29033, 10.76749], [17.70283, 23.49563, 20.79984], [15.71578, 18.55972, 11.11488], [15.85754, 21.34776, 22.63226], [14.55297, 22.60152, 20.47616], [11.34329, 24.68756, 20.93549], [12.74565, 20.00849, 20.16153], [13.39118, 15.45424, 10.81738], [19.44090, 17.63672, 20.53686], [21.25248, 13.71688, 20.19827], [17.10504, 14.04288, 18.08404], [16.17628, 21.79766, 21.66042], [18.06307, 22.79839, 19.61471], [17.00492, 27.01593, 12.10301], [23.19357, 20.04403, 17.95389], [17.37021, 24.92308, 11.63979], [15.62678, 17.63622, 22.63689], [14.85386, 21.46240, 19.06171], [18.10495, 16.17691, 16.46893], [18.76669, 25.34883, 15.99534], [15.27794, 19.61154, 11.97114], [20.27347, 26.44516, 16.81834], [14.42650, 18.40531, 9.48597], [21.33591, 21.98240, 19.50755], [14.20853, 16.44218, 12.84391], [15.23242, 26.95866, 16.21285], [19.36717, 23.95971, 15.23147], [13.82437, 28.99480, 9.31863], [16.30846, 24.77122, 12.62374], [19.03960, 20.05741, 18.45086], [13.57189, 29.93882, 7.44977], [18.42378, 22.93380, 15.37183], [14.60730, 17.08168, 14.10096], [15.57137, 21.10821, 16.15244], [19.35084, 23.81708, 18.00968], [14.94994, 28.07476, 8.96182], [15.73348, 18.67672, 22.90549], [17.68347, 15.73004, 15.51773], [9.81294, 25.34584, 19.07423], [14.86373, 13.87006, 18.45586], [18.92276, 26.09309, 17.99512], [9.17120, 21.61841, 16.79553], [18.89344, 15.48431, 16.75058], [15.52154, 28.36609, 8.07601], [15.26799, 28.32146, 11.15040], [12.23446, 19.89694, 21.57265], [15.59476, 19.76962, 9.47288], [16.33195, 26.68971, 10.26298], [12.38641, 30.16035, 8.76222], [21.60019, 19.94223, 19.76186], [10.62776, 25.51985, 21.26037], [16.33098, 18.64412, 13.55704], [10.75765, 23.81872, 19.98386], [15.67985, 21.41068, 18.31937], [17.32704, 26.43101, 11.25582], [17.92131, 18.21298, 15.33400], [18.75498, 18.16126, 17.24640], [9.31456, 23.51741, 18.20374], [14.38640, 18.50612, 14.06641], [15.20123, 28.40948, 17.85650], [15.18912, 14.92994, 18.32171], [17.90245, 12.21190, 19.54121], [16.28649, 26.86269, 16.10225], [10.27551, 24.42336, 18.83518], [16.93362, 23.12935, 13.78751], [12.63328, 15.35379, 11.62371], [16.11000, 17.96526, 9.21981], [15.03395, 26.37416, 18.38616], [15.59571, 20.12443, 14.06972], [16.48925, 14.83408, 17.56855], [11.17160, 24.54673, 18.21855], [19.48193, 19.60280, 14.66898], [15.26155, 22.92754, 21.25179], [10.55452, 21.69758, 15.14018], [19.42513, 12.32768, 18.67672], [14.60761, 16.94379, 12.03393], [20.33308, 13.97801, 20.76661], [14.07234, 18.89712, 17.46086], [20.61186, 14.07155, 21.78790], [18.14505, 17.10380, 19.42776], [14.73222, 27.47211, 17.53618], [15.53654, 18.79693, 16.37889], [18.39468, 24.66849, 12.02410], [11.70520, 15.57981, 11.14918], [19.73046, 21.49168, 17.52917], [19.69264, 17.39165, 15.95105], [16.00279, 22.69276, 12.35224], [20.72429, 21.12483, 19.49808], [15.73572, 17.05279, 14.29106], [15.33312, 15.47598, 19.23100], [13.15248, 16.15738, 18.46854], [12.65134, 16.97792, 17.92382], [12.21430, 25.13823, 20.47305], [14.70022, 15.44234, 12.75301], [15.03831, 19.32937, 17.21782], [20.49672, 23.67487, 16.30790], [16.33743, 14.35618, 16.62362], [16.59051, 28.78837, 10.08454], [10.67388, 19.88169, 16.29762], [13.52973, 16.49167, 19.45706], [17.63046, 17.80572, 21.58232], [18.74430, 15.81168, 20.99195], [15.50653, 18.84707, 19.48376], [11.90808, 20.80184, 19.27587], [16.46941, 24.59064, 17.50959], [8.29595, 22.25889, 16.42524], [20.80602, 19.72870, 17.55752], [22.07836, 19.33464, 18.40298], [15.43457, 19.20841, 13.44708], [12.73161, 14.37692, 12.03624], [8.77301, 20.83633, 17.47710], [18.79287, 12.82899, 19.44762], [13.03180, 29.46628, 8.27953], [19.55303, 25.70218, 17.13648], [18.48438, 17.12276, 20.51285], [14.03229, 21.33094, 16.79806], [15.14494, 24.97068, 17.55926], [17.50231, 22.41264, 21.92376], [17.12884, 16.09064, 17.44244], [8.69072, 23.07577, 18.96377]], "forces_ev_per_a": [[1.3, -1.1, 0.3], [-1.4, 1.7, -0.6], [-1.2, 0.3, -0.7], [0.7, -0.4, 1.4], [-1.4, 0.0, 1.2], [-1.2, 0.9, -0.6], [0.5, 0.4, -0.2], [-0.3, 0.3, -1.0], [-0.6, -0.8, 0.4], [0.8, 0.4, -0.2], [-0.8, 0.6, -0.5], [0.1, -0.4, -0.2], [-1.5, 0.0, -2.6], [0.7, 0.3, -0.3], [0.5, 0.5, 0.0], [0.7, -1.2, 1.0], [-0.3, 0.6, -0.5], [0.4, -0.7, 1.0], [0.4, 0.9, -0.5], [0.3, 0.0, 0.0], [0.4, 0.2, 0.0], [-0.5, 0.0, 0.4], [-0.7, -0.3, 0.0], [0.1, 0.0, 0.5], [0.2, -0.9, 0.4], [0.1, -0.2, -0.2], [-0.6, -0.4, -0.7], [0.6, 1.2, 0.4], [0.0, 0.9, -0.7], [0.2, 0.4, -0.1], [0.1, -3.5, -0.1], [-0.6, -0.7, 1.1], [-2.2, -0.4, 0.2], [1.7, 0.9, 1.0], [0.4, 0.0, 0.6], [-2.5, 1.1, -1.4], [-1.4, -0.8, -0.2], [0.0, 0.6, 0.9], [0.2, -0.1, 0.0], [-0.3, 1.2, 2.0], [-0.3, -0.2, 0.1], [0.1, 0.2, -0.2], [-0.8, -0.8, -0.3], [0.6, -0.8, 0.1], [-0.3, 0.0, -0.1], [-0.3, 0.0, 0.0], [0.3, -0.4, 0.9], [1.2, -0.4, -1.5], [0.2, -0.7, -0.9], [1.3, -0.7, -0.8], [-2.2, -1.0, 0.1], [-0.2, -1.0, -1.0], [1.2, 0.3, -0.3], [-0.5, -0.2, 0.4], [-2.3, -0.8, 2.2], [1.6, 0.0, 0.2], [0.0, 0.0, 0.5], [0.2, -0.5, 0.0], [-0.7, -0.2, -0.1], [0.2, 0.6, 0.3], [-0.1, 0.0, -0.1], [-0.6, -1.0, 0.4], [-0.7, -0.2, -0.2], [-0.3, 0.0, -0.1], [-0.1, 0.6, 1.7], [0.6, -0.5, 1.4], [0.3, 0.2, -1.0], [0.4, 0.5, 0.3], [-1.4, 1.1, -1.3], [1.6, 0.1, -2.8], [-0.1, 0.1, 0.5], [0.4, 0.5, -0.2], [0.1, 0.4, 0.2], [-0.3, 1.1, -0.2], [0.4, -0.8, 1.5], [0.6, 0.4, -0.5], [0.3, 0.0, 0.8], [1.5, 1.0, -1.1], [-0.1, 1.3, 0.7], [-1.7, -1.9, 1.4], [0.4, -0.1, -0.3], [-0.1, -1.6, -0.7], [0.1, -1.2, -1.1], [-1.6, 0.5, -0.8], [0.3, 0.1, 0.1], [0.4, 0.2, 0.3], [0.8, 1.1, -0.9], [0.7, -2.3, 0.4], [0.0, 0.3, -1.2], [1.1, 3.1, 1.0], [2.4, -0.6, -0.1], [1.5, 0.1, -1.0], [0.0, 0.7, 0.4], [0.1, 0.0, 0.2], [-1.2, -1.0, -0.4], [1.2, 1.2, 1.4], [1.9, 0.7, -2.0], [-0.2, -0.6, 0.7], [-2.2, 0.3, 1.8], [0.1, 0.5, 0.1], [0.5, 0.9, 0.4], [-0.5, 1.2, 0.1], [-0.1, 0.7, 0.3], [0.4, -0.4, -1.3], [-1.7, 0.3, -0.9], [0.7, -0.1, 0.0], [-0.4, 0.1, 0.0], [0.4, -0.5, -0.9], [-1.6, 0.8, 2.8], [0.3, -1.4, -0.3], [0.5, 0.2, 0.0], [-0.8, 0.7, 0.0], [-1.3, 1.5, 0.7], [0.8, -1.1, -0.4], [1.0, -0.5, -0.1], [-0.4, -0.7, 1.4], [0.2, -0.3, -0.4], [0.2, -0.3, -0.4], [0.7, 1.2, -0.7], [-0.3, -0.7, -0.7], [-0.5, -1.3, -1.1], [-0.7, -0.1, -0.3], [0.0, -0.5, 0.2], [-0.3, 0.1, -0.9], [-0.1, 0.1, 0.4], [1.1, 0.3, 0.3], [1.7, -0.3, -0.3], [0.4, 0.2, 0.2], [0.8, 1.4, -0.1], [0.3, 0.4, 0.0], [0.0, -0.3, 0.9], [-0.3, -0.4, -0.6], [0.6, -0.5, 0.6], [-0.3, 0.6, -0.7], [1.2, -1.1, -0.1], [0.4, 0.3, 0.0], [0.2, -0.5, 0.1], [-0.2, 0.2, 0.3], [0.8, 1.4, -1.8], [1.3, 0.2, -1.9], [-0.2, 0.1, -0.4], [0.1, 0.2, 1.0], [-0.3, 0.2, 1.4], [-0.4, 0.1, -1.0], [-0.7, 0.3, 0.5], [-1.0, 0.2, 0.1], [-0.9, -0.2, 0.0], [-0.1, -0.7, 0.7], [0.1, 0.3, -0.1], [-0.1, 0.7, 0.4], [-0.9, -2.5, 0.8], [-1.5, -1.0, -0.1], [0.4, -0.3, 1.1], [1.2, 0.6, -1.0], [0.3, -0.2, 0.4], [0.5, 0.2, 0.3], [-0.2, 0.2, 0.5], [1.3, -0.1, 1.3], [0.1, 0.8, -0.1], [-0.4, 0.1, -1.2], [1.1, 0.3, 0.1], [0.0, 1.1, -0.1], [-0.2, -0.1, -0.5], [-0.3, 0.9, -3.0], [0.9, -0.5, -0.9], [-0.4, 0.0, -0.7], [-1.8, 0.5, 0.6], [3.3, -1.0, 0.2], [0.7, -1.2, -0.1], [0.3, 0.0, -0.4], [-1.1, 2.0, 0.8], [-0.1, 1.4, 0.2], [-0.3, -1.0, 0.1], [0.0, 0.2, -0.3], [1.0, -0.8, -0.9], [-0.5, -2.0, -1.1], [-0.5, -0.2, 0.5], [0.3, -0.3, 0.8], [0.8, -0.5, 0.5], [-1.8, 1.4, 2.4], [-0.8, -0.5, 0.1], [-1.4, 0.1, 1.2], [-0.4, -0.3, 0.6]], "mulliken_charge": [-0.74, -0.75, -0.35, 0.28, -0.66, 0.12, 0.02, -0.56, 0.51, 0.17, -0.16, 0.13, -0.18, 0.29, -0.68, 0.83, 0.57, -0.42, 1.03, 0.69, 0.40, -0.18, 0.34, -0.13, -0.32, 0.46, -0.28, 0.23, 0.26, 0.22, -0.53, -0.67, 0.16, -0.06, 0.27, -0.10, -0.32, -0.14, -0.73, -0.46, -0.14, 0.33, -0.52, -0.69, 0.29, -0.17, -0.34, -0.09, 0.38, 0.13, -0.37, -0.79, 0.19, 0.33, -0.74, 0.25, -0.46, -0.25, 0.41, 0.79, 0.41, 0.24, -0.35, 0.34, 1.00, -0.35, 0.48, -0.52, -0.87, 0.09, 0.31, 0.36, 0.37, -0.33, 0.66, -0.09, 0.30, -0.63, -0.36, -0.84, -1.97, -1.68, -0.25, -0.90, 0.40, 0.28, 0.32, -1.03, -0.17, 0.89, -0.30, -0.23, -0.43, 0.28, -0.31, 0.71, 0.20, -0.23, -0.48, 0.32, 0.48, 0.59, 0.28, 0.20, -0.57, 0.52, 0.33, 0.26, 1.42, 0.28, -0.28, 0.25, -0.46, 0.26, 0.38, -0.07, 2.61, -0.62, -0.36, -0.67, -1.12, 0.10, 0.35, -0.52, 0.28, -0.04, -0.26, -0.05, -0.87, 0.24, -0.45, -0.59, -0.25, -0.02, 0.59, 0.58, 0.29, 0.30, 0.50, -0.92, -0.27, 0.42, 0.18, -0.28, -1.37, 0.26, 0.28, -0.58, 0.42, 0.08, 0.03, -0.20, 0.20, -0.31, -0.37, 0.28, 0.43, 2.42, -0.41, 0.54, 0.26, -0.08, 0.26, -0.03, -0.34, -0.52, 0.56, -0.51, 0.50, -0.05, 1.13, 0.56, 0.32, 0.20, 0.16, -0.66, -0.36, -0.51, 0.20, 1.11, -0.59, 0.51, 0.40], "lumo_ev": 0.0, "multiplicity": 1}